No. 1
Computed, not measured: a 13-piece molecular cluster, C52H104O26 overall at a distorted geometry, with the ωB97M-V functional and the def2-TZVPD basis.

The geometry in XYZ format:
```
182
C52H104O26 | the OMol25 dataset | the ωB97M-V functional and the def2-TZVPD basis
H 4.070 1.591 -8.503
H -3.445 2.617 -4.189
C -6.735 -2.969 6.793
H 5.609 -1.720 0.078
H -4.675 -2.438 -2.005
H -0.019 6.984 1.904
H -0.249 5.232 -2.390
H 7.606 3.207 -0.522
H 0.334 -2.182 4.843
C -3.192 -0.201 5.160
C 0.078 0.071 -7.343
O 7.133 1.471 1.785
H 4.067 -1.660 -6.795
C -1.339 -0.298 0.731
H -5.091 0.114 0.059
H 0.959 6.529 3.285
C -6.031 -2.865 3.095
O 3.034 -0.703 4.613
H -6.499 -3.983 7.116
H 4.764 -6.551 0.513
C 0.415 6.132 2.428
H 3.101 1.519 -10.037
O 1.145 0.379 4.104
H 6.067 -2.471 -5.427
O 0.979 0.962 -7.994
H 0.417 3.895 -0.566
H -4.014 -2.289 2.683
C 3.736 0.560 -3.016
H -2.297 1.819 -3.159
C -6.949 -2.982 5.266
H -2.089 1.314 1.852
H -2.259 -3.750 7.712
O 4.230 -0.710 -4.953
H -0.183 4.194 3.382
C 4.372 -5.708 -0.057
H 7.623 1.848 -1.473
H -5.326 -1.384 -4.733
C 1.844 -0.605 4.663
O -6.115 2.907 1.705
H 4.257 -0.192 -2.423
H 0.507 0.750 -5.326
H -6.687 4.725 3.165
H -4.572 -0.293 3.527
H 0.745 -1.354 -0.709
H -4.858 -3.318 -3.518
O 4.460 1.575 -4.978
H -4.294 1.129 1.157
H 0.973 1.856 2.707
H -6.371 -1.407 -3.323
H -0.260 -0.810 -5.413
H -3.661 -3.903 6.621
C -6.289 1.932 0.643
C -2.946 3.716 0.411
H 4.440 5.181 0.655
H -3.864 -3.089 8.143
C 5.187 -3.175 -2.783
C -0.191 0.027 -2.114
H 5.793 -2.678 -2.025
H 3.076 2.181 4.908
C 5.548 -1.265 1.067
C -6.373 3.859 3.746
H -4.007 3.967 0.417
C 1.381 -4.050 1.408
H -1.237 5.572 3.620
H -7.628 -2.577 7.281
C -0.563 5.099 2.907
C 2.869 -5.588 0.352
C -2.440 3.992 1.799
C -4.512 -2.381 -3.081
H 1.960 -2.049 1.687
H 2.666 0.370 -2.932
O 2.638 -4.493 1.058
C 1.037 -3.507 -4.343
C 1.572 -3.993 -2.980
C 0.795 5.330 -2.091
H 4.728 -1.773 1.573
O 2.397 4.542 -0.592
H 4.914 -4.828 0.289
O -1.990 -1.131 0.150
O 5.907 0.844 -0.014
O -4.801 -0.087 -3.269
H 0.793 -3.902 0.502
C -6.753 2.773 2.816
H 0.732 6.256 -1.519
O 2.028 -6.490 0.184
H 1.539 0.132 -0.758
O -1.403 4.831 1.752
C 5.031 0.117 0.841
O -3.499 0.210 -5.013
C 3.180 3.588 0.009
C -3.360 1.873 -3.397
H 0.469 -2.334 2.482
H 4.088 0.054 0.298
O 2.560 -0.549 -8.458
H 1.537 -2.311 6.029
C 1.231 4.127 -1.253
H 4.469 -5.925 -1.121
O -8.111 -3.045 4.912
H 2.615 1.037 2.803
H -0.920 0.507 -7.316
H 4.610 -0.040 -6.915
H -4.105 -3.959 2.975
H 1.555 -2.589 -4.620
H 4.839 0.630 1.783
H -2.267 -0.214 4.584
H 6.214 -2.223 -7.165
H 4.497 3.657 1.684
H -3.464 -2.304 -3.369
H 2.003 -3.073 3.147
H 1.459 2.960 4.882
H 2.812 3.222 3.648
C 7.829 2.143 -0.445
O -1.798 -1.334 7.222
C 2.148 0.594 -8.487
O 3.306 -2.251 -1.594
H 0.255 -0.408 -3.008
H 6.480 -1.227 1.631
H -0.072 -0.851 -7.905
C -2.712 -2.011 6.661
H 3.913 1.546 -2.587
C 1.743 1.414 3.338
H 1.475 -0.695 -5.838
H -7.319 1.592 0.535
H -5.221 0.372 5.081
H -5.865 -2.383 7.091
H -2.950 0.508 5.951
H -7.024 3.788 4.617
O -7.426 1.777 3.136
H -4.022 2.137 -2.572
H 0.923 -4.804 2.049
C 1.426 -2.806 2.261
C 4.169 0.503 -4.462
H 1.159 5.654 1.790
O -5.848 -2.762 4.516
H -6.402 -1.899 2.753
H -2.751 -0.147 2.409
O -2.878 3.506 2.813
C -1.814 0.277 2.048
C -5.337 -1.292 -3.647
H -0.034 -3.315 -4.281
H 1.492 5.367 -2.928
O -3.416 -1.544 5.646
H 8.840 1.871 -0.139
H -4.308 1.404 4.059
H -1.208 -0.366 -2.126
O 2.999 -4.104 -2.942
C 3.087 1.695 -8.962
C 0.509 -0.191 -5.875
H -4.817 -3.358 1.452
C 4.451 4.092 0.685
H -2.420 4.354 -0.298
H -5.653 0.137 1.646
O 2.892 2.419 0.049
H -6.080 2.456 -0.290
C -5.297 0.814 0.869
H 6.810 -0.990 -5.961
C 6.961 1.455 0.547
H -2.780 2.681 0.110
H -0.960 0.241 2.724
H 2.852 2.727 -8.702
C 0.532 -0.287 -0.777
H 1.238 -3.366 -2.153
C -3.903 0.559 -3.944
H 0.430 -0.853 6.103
C -4.389 0.365 4.376
C 6.040 -1.718 -6.214
C 2.257 2.528 4.279
H 5.512 -4.210 -2.888
C 3.718 -3.114 -2.406
H 1.169 -4.977 -2.740
H 5.272 -2.618 -3.716
H -6.743 -3.655 2.856
C -3.153 -3.254 7.334
C 0.970 -1.563 5.475
H 1.229 -4.326 -5.036
O -0.125 0.156 0.352
H 1.269 3.278 -1.935
H -5.317 3.929 4.010
C -4.664 -3.146 2.511
C 4.689 -0.925 -6.284
H -0.387 1.077 -2.331
H 5.281 3.726 0.080
```

E_HOMO (eV): -10.03
ΔE to the lowest compared entry with this formula, charge and spin (kcal per mole): 75.31
Energy (eV): -108846.75194
Gap between HOMO and LUMO (Ha): 0.3807

---

No. 2
Computed, not measured: a 2-piece molecular cluster, C18H29BF3N6O11PS2 overall at a distorted geometry, with the ωB97M-V functional and the def2-TZVPD basis.

The geometry in XYZ format:
```
71
C18H29BF3N6O11PS2 | the OMol25 dataset | the ωB97M-V functional and the def2-TZVPD basis
C -0.051 1.348 0.567
H 0.770 -0.853 -5.994
S -0.131 -0.661 3.760
C 3.314 -4.307 3.307
F 4.157 -3.003 1.526
O -2.479 0.937 -0.930
H -1.740 5.389 -0.292
P -1.464 0.127 0.024
C 0.524 2.522 -1.502
H 2.369 -4.378 3.850
H 2.467 -0.217 -2.127
H 0.882 3.426 2.101
H -0.616 -1.734 3.099
H 1.270 2.503 3.466
C -1.072 4.718 -0.820
N 0.102 2.622 -0.100
C 1.916 -2.582 2.267
H 3.655 -5.323 3.154
O 3.159 -1.571 -0.664
H 1.879 4.159 -1.163
C -7.063 1.011 2.653
C 0.122 1.526 2.097
O 1.337 -1.745 -3.428
N -1.121 1.550 2.896
H 1.226 -3.516 -4.497
N 1.086 0.461 0.318
O -4.701 0.524 3.017
H 4.120 -0.797 -2.256
H 1.121 -1.637 -0.871
O -2.019 3.136 0.620
C 2.645 -2.128 -3.032
O 0.033 1.817 -2.294
H 0.981 -3.049 2.548
S -1.872 3.918 3.991
O -2.174 -0.473 1.350
H -0.086 5.155 -0.931
H -0.209 -2.490 -4.485
C -5.662 0.557 2.287
H 2.794 0.899 -0.511
H 0.858 -2.486 -6.669
C 1.227 -1.829 -5.883
H 2.642 -4.349 1.315
H -1.543 4.497 -1.776
H -3.064 -0.111 1.531
H 3.972 -3.715 3.936
B -7.015 0.376 0.455
C -1.506 2.570 3.319
F -7.512 -0.844 0.015
F -6.978 1.291 -0.590
H 2.626 2.758 -1.956
H 1.517 3.839 -2.847
H 1.857 -3.100 -0.304
H 2.228 -1.992 3.126
H 2.307 -1.772 -6.020
H -2.804 0.368 -1.640
H 3.279 -2.017 -3.917
N 1.064 2.508 2.478
C 3.108 -1.099 -1.997
C 0.877 -2.482 -4.554
C 1.732 3.368 -1.893
N 1.646 -1.624 1.163
C 1.191 -0.439 1.413
C 1.905 -2.017 -0.217
O -7.832 0.900 1.584
O 2.344 1.096 0.322
C -1.069 3.424 -0.011
O -5.642 0.193 1.023
C 3.024 -3.584 1.991
H 2.682 -3.162 -2.679
N 0.823 0.188 2.550
O -7.411 1.405 3.733
```

E_HOMO (eV): -8.59
Energy (eV): -90388.24104
Gap between HOMO and LUMO (Ha): 0.2673

---

No. 3
Computed, not measured: C5H36NO15 as an isolated structure at a distorted geometry, with the ωB97M-V functional and the def2-TZVPD basis.

The geometry in XYZ format:
```
57
C5H36NO15 | the OMol25 dataset | the ωB97M-V functional and the def2-TZVPD basis
N -1.591 0.292 -0.826
O 1.096 2.253 2.992
H -1.023 -0.576 -0.420
C 0.653 1.122 -1.282
H 0.684 3.060 2.603
H -1.167 -3.210 -2.437
H 0.074 1.112 -3.773
H -1.409 2.240 0.736
C -3.042 0.365 -0.828
O -3.568 1.357 -1.264
O 1.007 -3.543 1.936
H 1.804 2.461 3.470
H -1.180 2.041 -1.864
H 0.199 -4.239 1.908
O -2.072 -3.030 0.442
H 0.452 -1.156 -2.434
H -4.830 -0.721 0.022
C -0.572 0.456 -3.172
O 0.146 -0.753 -3.348
H 2.860 -1.236 -0.584
H 0.696 -2.802 1.416
O 1.952 3.987 -0.440
H 0.352 -3.351 -2.118
H 0.696 4.330 0.590
O 0.204 -1.730 0.413
H 3.807 -1.762 2.462
O -0.490 -2.995 -1.830
H 2.119 -2.552 -0.563
H 3.445 2.009 1.180
H -1.352 -2.694 0.932
H -2.636 1.503 2.457
H 0.730 1.732 -0.346
H -0.774 3.955 0.743
H 1.372 -1.171 0.392
H 1.380 1.527 -1.940
H -1.863 0.314 2.270
O -2.649 0.626 2.798
H -3.468 -1.773 -0.640
H 2.392 3.114 -0.055
H 2.925 0.689 0.436
C -0.725 1.076 -1.803
O -0.044 4.407 1.194
H -2.584 2.893 -0.196
H 2.327 -1.519 2.797
H 2.182 -3.736 0.259
H 1.883 3.862 -1.425
O 2.584 -1.015 0.331
H -1.504 0.161 -3.578
H 1.204 0.144 -1.095
H -1.747 -2.955 -0.421
O -2.200 2.729 0.504
O 3.277 1.591 0.367
C -3.715 -0.820 -0.076
H 0.055 -2.168 -0.418
H -3.379 -0.819 0.950
O 3.264 -1.630 3.215
O 1.763 -3.451 -0.638
```

E_HOMO (eV): -6.79
ΔE to the lowest compared entry with this formula, charge and spin (kcal per mole): 137.22
Total charge: -1
Energy (eV): -37971.09627
Gap between HOMO and LUMO (Ha): 0.3417

---

No. 4
Computed, not measured: C13H17F5N2ORuTe as an isolated structure at a distorted geometry, with the ωB97M-V functional and the def2-TZVPD basis.

The geometry in XYZ format:
```
40
C13H17F5N2ORuTe | the OMol25 dataset | the ωB97M-V functional and the def2-TZVPD basis
C 1.073 -1.258 -0.914
C 2.360 0.557 -2.078
F 1.035 0.903 2.078
C 0.615 2.357 -1.087
H 2.837 -4.113 -0.366
H -1.811 3.139 0.481
C 2.173 -2.139 -0.869
H -2.598 1.945 1.513
O -1.047 -0.565 1.612
C 1.989 -3.430 -0.410
H -3.088 2.216 -1.247
H 1.764 3.890 -2.036
H -0.096 3.061 -0.657
C 0.718 -3.817 -0.010
C 1.244 0.143 -1.327
H 3.502 2.214 -2.883
H -0.856 2.176 1.660
H -2.155 -2.323 1.721
H -2.454 1.155 -2.524
C -2.253 -1.237 1.865
H -2.577 -1.061 2.902
F -2.654 -0.919 -1.078
H -1.347 -3.197 0.104
N 0.330 1.050 -0.904
H -3.029 -0.846 1.171
Ru -1.700 0.495 -0.193
H 3.141 -1.754 -1.173
C 1.689 2.820 -1.848
N -0.149 -1.639 -0.543
Te 0.337 -0.335 3.349
F 1.697 0.329 4.544
C -1.685 2.145 0.933
H -1.556 2.600 -2.024
F 1.692 -1.499 2.515
C -0.334 -2.903 -0.136
H 0.510 -4.803 0.409
C 2.606 1.897 -2.339
C -2.166 1.771 -1.656
F -0.791 1.189 3.882
H 3.033 -0.215 -2.440
```

E_HOMO (spin up / spin down) (eV): -16.04 / -16.01
2S+1: 5
ΔE to the lowest compared entry with this formula, charge and spin (kcal per mole): 53.89
⟨S²⟩: 6.09
Total charge: +2
Energy (eV): -42224.69928
Gap between HOMO and LUMO (spin up / spin down) (Ha): 0.2240 / 0.1478

---

No. 5
Computed, not measured: one molecule with the formula C2H2F2OS at a distorted geometry, with the ωB97M-V functional and the def2-TZVPD basis.

The geometry in XYZ format:
```
8
C2H2F2OS | the OMol25 dataset | the ωB97M-V functional and the def2-TZVPD basis
F -1.601 -1.032 -0.392
O 2.500 -0.492 0.334
H -1.437 0.629 -1.220
C -1.252 0.270 -0.173
F -2.028 0.735 0.871
C 0.124 0.411 0.125
S 0.965 -0.943 -0.004
H 2.729 0.422 0.459
```

E_HOMO (eV): -9.83
ΔE to the lowest compared entry with this formula, charge and spin (kcal per mole): 62.75
Energy (eV): -20420.93952
Gap between HOMO and LUMO (Ha): 0.3428

---

No. 6
Computed, not measured: one molecule with the formula C21H29N5O2S at a distorted geometry, with the ωB97M-V functional and the def2-TZVPD basis.

The geometry in XYZ format:
```
58
C21H29N5O2S | the OMol25 dataset | the ωB97M-V functional and the def2-TZVPD basis
C -3.713 -1.060 0.011
C 0.813 2.616 0.799
C -6.277 -2.343 1.153
C -4.399 -2.256 -0.532
H -0.064 -0.061 -0.770
C 5.404 -1.354 0.922
H 3.143 0.219 1.410
H 2.371 -1.228 2.113
C 2.067 -0.136 -1.008
N -2.025 2.223 0.485
C 5.184 -1.043 -1.439
H 1.017 3.242 -1.294
C -2.648 1.005 0.462
H 2.010 -0.655 -1.967
C 6.430 -0.444 -1.478
N 2.206 -1.119 0.046
H 8.137 0.175 -0.344
N -3.454 -0.864 1.253
C 4.654 -1.503 -0.238
C 3.265 -2.092 -0.186
C -0.791 4.085 -0.430
H 2.916 0.571 -1.037
H -1.706 2.542 1.391
H -7.350 -2.247 1.299
H 7.222 -0.648 1.796
C -5.928 -2.199 -0.324
N 0.824 1.300 0.505
H -5.773 -1.576 1.736
S -3.194 0.272 -1.025
H 1.290 4.487 -0.067
H -1.071 4.586 0.497
H 0.607 1.353 -1.593
H 4.619 -1.165 -2.352
C 7.165 -0.294 -0.314
H 3.202 -2.830 0.618
H -5.962 -3.314 1.528
O -2.000 2.475 -1.755
H -6.353 -3.048 -0.872
O 0.839 3.012 1.953
H -4.182 -2.332 -1.598
H -6.190 -0.052 -0.314
H -4.010 -3.141 -0.025
C -1.669 2.880 -0.663
H -6.193 -0.766 -1.929
C 6.651 -0.755 0.886
C -6.511 -0.911 -0.899
C 0.676 3.625 -0.335
H 1.049 0.876 2.518
C 0.772 0.648 -0.782
H 3.037 -2.593 -1.131
C 2.278 -0.464 1.339
H 0.135 -0.341 1.586
H -7.598 -0.947 -0.877
C 0.997 0.334 1.574
H 6.829 -0.094 -2.419
H 5.013 -1.720 1.861
H -0.905 4.774 -1.267
N -2.858 0.293 1.519
```

E_HOMO (eV): -8.76
SMILES: CC(C)Cc1nnc(NC(=O)CCC(=O)N2CCN(Cc3ccccc3)CC2)s1
ΔE to the lowest compared entry with this formula, charge and spin (kcal per mole): 0.00
Energy (eV): -44629.37157
Gap between HOMO and LUMO (Ha): 0.3435

---

No. 7
Computed, not measured: a 2-piece molecular cluster, C3H6N2O3 overall at a distorted geometry, with the ωB97M-V functional and the def2-TZVPD basis.

The geometry in XYZ format:
```
14
C3H6N2O3 | the OMol25 dataset | the ωB97M-V functional and the def2-TZVPD basis
O -1.063 -0.472 -1.023
H -0.795 -0.319 2.203
H -0.425 1.752 -0.957
O 1.190 -1.354 0.118
C 0.917 -1.434 -1.072
C 0.326 1.787 -0.168
C -0.667 0.085 1.190
H 1.268 2.280 -0.201
O -2.336 -1.162 0.495
N 0.206 1.106 0.919
H 1.012 1.242 1.598
H 0.576 -2.370 -1.538
N -1.356 -0.546 0.171
H 1.147 -0.593 -1.735
```

E_HOMO (eV): -8.24
ΔE to the lowest compared entry with this formula, charge and spin (kcal per mole): 171.55
Energy (eV): -12324.78902
Gap between HOMO and LUMO (Ha): 0.2854

---

No. 8
Computed, not measured: C5H11ClNPrTi as an isolated structure at a distorted geometry, with the ωB97M-V functional and the def2-TZVPD basis.

The geometry in XYZ format:
```
20
C5H11ClNPrTi | the OMol25 dataset | the ωB97M-V functional and the def2-TZVPD basis
C 0.265 0.579 3.613
H -1.202 0.466 -1.919
H -2.371 -1.231 1.272
H -2.427 -0.449 2.892
N 0.673 0.761 4.704
Pr 1.164 -1.303 -1.742
H -0.656 0.085 -3.579
C 0.730 -1.002 0.610
C -2.272 -0.279 1.812
H -2.998 0.454 1.435
Ti -0.423 0.449 1.599
C -0.829 -0.334 -2.574
Cl -0.626 2.532 0.930
C 2.484 0.643 -2.000
H 2.435 0.989 -3.045
H 1.790 -1.139 0.955
H 3.534 0.426 -1.747
H -1.602 -1.115 -2.657
H 2.125 1.454 -1.351
H 0.206 -1.985 0.791
```

E_HOMO (spin up / spin down) (eV): -2.92 / -4.48
2S+1: 4
ΔE to the lowest compared entry with this formula, charge and spin (kcal per mole): 31.23
⟨S²⟩: 3.76
Total charge: -1
Energy (eV): -56557.08059
Gap between HOMO and LUMO (spin up / spin down) (Ha): 0.1582 / 0.2155